The following is a DFT calculation (ωB97M-V/def2-TZVPD) of a structure of composition C14H31BI3O4S2.

Geometry (Å):
C 0.62440 1.94746 2.66360
H -2.20896 3.06890 -0.65695
H -1.87630 -2.26842 1.08983
C -0.27956 2.89902 3.45322
H -1.67944 4.85219 3.15057
H 0.14129 -0.44909 0.83550
I -1.77938 -1.39103 4.91272
H -3.56172 0.46422 0.10734
H 1.14798 -0.96647 -5.53057
C -1.13402 -1.23983 2.82719
H 3.01688 0.17876 0.87433
C -1.50289 0.39594 -0.54991
C 3.74927 -0.53710 0.50367
C 0.15500 4.33931 3.33227
H 4.10274 -3.14542 -2.04131
S -0.31958 -2.45840 -4.36794
C -1.55242 -2.51991 2.09610
C 4.38351 -2.50430 -1.20830
O 1.30190 4.73818 3.19555
H -2.70985 -0.29237 1.82039
H 3.97547 -1.27093 1.27790
C -1.71382 -0.00471 2.16060
C -0.39499 -3.26161 -5.98032
I -0.34774 1.23872 -2.16720
H 0.68683 0.98881 3.17044
H 2.03266 -2.34635 -4.79760
H -1.64416 -0.64159 -0.83953
O 1.91075 -2.20800 -0.40743
H -3.91957 2.88502 -0.19251
C -2.88676 1.03164 -0.51798
H -1.27320 2.82904 3.00966
H -0.05688 -1.18679 2.87377
H 1.61938 2.38766 2.67180
H -0.39937 2.61849 4.49683
H -0.37198 -2.50619 -6.76640
H 5.28150 -1.94054 -1.46532
S 3.01631 -1.36515 -0.91117
H -1.33022 -3.81506 -6.02954
H 1.44595 -1.00687 -3.77282
I -3.83134 0.93975 -2.50791
H -2.62864 2.51390 0.96753
O -1.37255 -1.42121 -4.35187
C 1.23947 -1.61059 -4.65547
H -1.87117 0.78915 2.88784
H -0.73107 -3.22113 1.99770
O -0.86129 5.25538 3.44119
H -0.38292 2.74053 0.93799
H 4.65340 -0.01365 0.19047
B -0.70046 0.42998 0.90332
H 4.55342 -3.11015 -0.31781
C 0.13973 1.81806 1.20513
H -2.40115 -2.98323 2.58515
H 0.44469 -3.94988 -6.08431
C -2.91842 2.48560 -0.08149
H 1.01928 1.80027 0.56206

Charge: -1
Energy in a.u.: -2567.32033
LUMO in hartree: 0.0772

Table of Mulliken atomic charges, one value per atom, all in e: -0.59, 0.27, 0.19, -0.47, 0.36, -0.27, -0.13, 0.54, 0.35, -0.31, -0.12, -0.78, -0.63, 0.71, 0.32, 0.58, -1.04, -1.05, -0.58, 0.22, 0.32, -0.76, -1.02, -0.02, 0.09, 0.37, 0.55, -0.56, 0.56, -0.53, -0.12, 0.44, 0.55, 0.35, 0.28, 0.37, 0.64, 0.32, 0.02, -0.02, -0.04, -0.54, -0.75, 0.27, 0.26, -0.53, 0.14, 0.39, 0.55, 0.31, -0.60, 0.43, 0.37, -0.87, 0.23

=====

The following is a DFT calculation (ωB97M-V/def2-TZVPD) of a cluster of 2 separate species, C14H31BO5 in total.

Geometry (Å):
H 1.85867 0.86428 -0.08556
O 2.99686 -2.28847 -0.54014
H 5.01364 -2.29736 0.30052
H 1.67626 3.82039 -2.56035
H -4.10356 -2.77264 -0.31815
C 2.81908 -0.92777 -1.14739
H 0.66626 -0.07338 -1.34918
H 2.73304 5.60221 -1.38157
H -4.21813 0.09913 -1.01984
H -2.21149 -0.46780 -0.38533
C 3.42603 -3.35115 1.73301
O 0.87112 -1.02224 0.55269
C 0.24110 -0.22108 1.61425
C 3.41814 5.00298 -1.99282
C -5.65136 -3.51196 1.31703
C -6.19199 -0.81506 -0.05551
H -1.70754 -1.50178 2.52106
H -4.93623 -4.36190 1.74914
C -4.76946 -0.00512 0.03226
H 3.44504 3.63239 0.48074
C 2.75105 3.70510 -2.39299
O 2.97622 2.77485 -1.32479
H -6.61101 -0.90761 1.03309
H -5.43084 -2.55977 1.99660
C -2.50966 -0.06471 0.69812
C -5.25562 -3.06888 -0.21958
H 3.72753 5.60579 -2.85038
C 3.95835 3.32821 -0.43797
H -6.79988 -3.78573 1.44624
B -1.35305 -0.68993 1.71894
H 4.12736 -4.30708 1.71167
O -6.15226 -2.07008 -0.82152
H 0.21109 0.93765 1.35149
H 3.20309 3.28881 -3.29948
C 1.48488 -0.17015 -0.48917
H 0.74646 -0.33884 2.66909
H 2.30643 -3.65539 1.45209
H 5.39056 4.19055 -1.78996
H -5.36752 -4.05597 -0.88049
O -3.86453 -0.48677 1.10908
H -5.04484 1.11511 0.33822
C 4.56656 4.51931 -1.14552
H -6.94631 -0.09724 -0.63896
C 3.90158 -2.18328 0.64756
H 4.95190 5.27402 -0.45530
H -2.48541 1.12401 0.65065
H 4.70021 2.56512 -0.18694
H 3.71237 -1.14527 1.16737
H 2.56657 -1.05179 -2.29871
H 3.36535 -2.91392 2.84182
H 3.79792 -0.27977 -1.06510

Charge: 0
Energy in a.u.: -952.77620
LUMO in hartree: 0.0133
SMILES: CCOCCOCBCOCCOCC.C1CCOC1

Table of Mulliken atomic charges, one value per atom, all in e: 0.18, -0.42, 0.31, 0.28, 0.10, -0.45, 0.17, 0.27, 0.30, 0.24, -0.87, -0.29, -0.30, -0.56, -0.76, -0.49, -0.10, 0.32, -0.40, 0.31, -0.49, -0.31, 0.26, 0.14, -0.44, -0.12, 0.32, -0.46, 0.27, 0.33, 0.27, -0.40, 0.19, 0.29, 0.01, 0.11, 0.23, 0.27, 0.30, -0.27, 0.31, -0.55, 0.30, -0.09, 0.33, 0.23, 0.27, 0.14, 0.28, 0.25, 0.20

=====

The following is a DFT calculation (ωB97M-V/def2-TZVPD) of a cluster of 3 separate species, C14H31BrN6O8P in total.

Geometry (Å):
C 1.41726 0.36993 -1.31956
H -0.42131 -2.94452 -0.50660
H -4.30365 -2.09190 1.22050
H 0.31519 -2.97293 1.03745
C 8.12626 2.62121 -3.57926
H 3.39534 3.51646 -0.27656
H 7.74347 1.99899 -4.38340
H 2.88732 2.23602 -2.09922
H 4.45306 2.29956 0.49721
C 0.75918 -1.00059 -0.96658
O 6.07532 3.62289 -3.25284
C 2.95854 0.26028 -1.26750
O 1.51805 -0.01465 4.80259
H 1.08945 1.20433 -0.69459
H 8.84366 2.07686 -2.97529
C -4.42022 -0.13653 0.25796
Br -2.17679 -3.16905 2.67900
H -1.83016 -0.88680 -1.26863
H -7.94608 -0.90949 -1.89598
H 2.64881 2.15799 0.56488
H -3.81161 0.75048 0.43749
C -6.99224 -0.47738 -2.23251
H 4.58440 1.68518 -1.76492
N 6.97236 3.00170 -2.71970
H -5.37037 -0.07414 0.80265
H -6.33547 -2.84020 -2.70156
H 3.30707 -0.16745 -0.31698
H 0.40508 -1.47947 -1.89178
N -3.78138 -1.38545 0.71162
O -1.01122 -0.26981 2.67350
H -5.39601 -3.16978 -1.25300
C 3.55190 1.69891 -1.40956
O 7.00866 2.66661 -1.55051
P -0.12559 0.14718 1.57666
H -7.06205 0.58958 -1.99013
C -2.54005 -1.59775 0.45192
C -0.32153 -0.36563 6.17619
N -1.74633 -0.70073 -0.26488
H 0.54342 2.10521 1.22574
N 1.14326 -0.21616 5.95045
O -4.20130 0.29420 -2.05645
H -0.48551 -1.35131 6.60308
H -6.93551 -0.61094 -3.32162
O 1.39389 -0.04737 2.05809
O 1.86348 -0.30237 6.91197
C -5.52797 -2.44876 -2.07835
C 3.51587 2.44920 -0.04541
C -4.81029 -0.30287 -1.24174
H -0.62587 0.41618 6.86655
C -0.48510 -2.46910 0.49026
O -0.34510 1.70146 1.22382
N -1.88310 -2.75826 0.86166
C -0.32079 -0.96755 0.13186
H 1.56331 -1.65491 -0.59828
N -5.92020 -1.15597 -1.48334
H 1.35959 -0.05886 3.04216
H -4.57259 -2.42544 -2.62323
H 1.17125 0.59308 -2.36662
H 3.36112 -0.31382 -2.11363
H 8.56109 3.53818 -3.96687
H -0.83126 -0.26373 5.22183

Charge: +1
Energy in a.u.: -4397.49355
LUMO in hartree: -0.1453

Table of Mulliken atomic charges, one value per atom, all in e: -0.76, 0.44, 0.30, 0.45, -0.73, 0.32, 0.30, 0.36, 0.35, -1.40, -0.49, -0.64, -0.64, 0.44, 0.31, -0.72, 0.03, 0.39, 0.36, 0.21, 0.33, -0.92, 0.10, 0.82, 0.49, 0.42, 0.44, 0.57, 0.04, -0.65, 0.24, -0.38, -0.49, 0.66, 0.36, 0.17, -0.65, -0.43, 0.37, 0.90, -0.50, 0.28, 0.34, -0.45, -0.49, -0.91, -1.03, 0.29, 0.29, -1.20, -0.57, -0.31, 1.52, 0.46, 0.08, 0.42, 0.31, 0.43, 0.30, 0.28, 0.21